77
Properties=species:S:1:pos:R:3:mulliken_charge:R:1 method="wB97M-V/def2-TZVPD" orbital_gap_ev="5.11 / 5.11" charge=+2 e_lumo_ev="-8.25 / -8.24" e_above_lowest_kj_mol=355.0 homo_ev="-13.36 / -13.36"
Pt -0.1291 -0.1684 -0.4236 2.026
N -1.6074 2.1619 2.9140 -0.327
C -0.8589 1.7099 1.9140 0.630
S -0.2155 0.0878 2.0221 -0.340
N -0.5649 2.5274 0.9389 -1.657
N 0.1774 2.0115 -0.0057 0.651
C 0.9059 2.6662 -0.8207 -0.540
C 1.8175 1.8900 -1.6352 1.071
C 2.7593 2.4919 -2.4621 -0.976
C 3.6619 1.6979 -3.1476 -0.330
C 3.6009 0.3207 -2.9865 -0.974
C 2.6330 -0.2067 -2.1497 -0.025
N 1.7690 0.5572 -1.4900 -0.005
H -1.7472 1.6132 3.7442 0.226
H -1.9059 3.1248 2.9027 0.259
H 0.9280 3.7505 -0.8381 0.498
H 2.7771 3.5692 -2.5551 0.437
H 4.4048 2.1447 -3.7938 0.466
H 4.2956 -0.3326 -3.4940 0.475
H 2.5534 -1.2756 -1.9856 0.382
N -0.7826 -0.2290 -4.7305 -0.017
C -1.5682 0.8459 -4.3938 -0.786
C -1.5214 0.9352 -3.0385 -0.517
N -0.7201 -0.0745 -2.5631 0.162
C -0.2870 -0.7573 -3.6031 -0.722
H -0.6144 -0.5601 -5.6664 0.247
H -2.0894 1.4377 -5.1244 0.439
H -2.0248 1.6203 -2.3794 0.530
H 0.3542 -1.6206 -3.5602 0.576
C -3.8744 -1.0580 1.4442 -1.181
S -2.8719 -1.1000 -0.0307 1.247
O -3.5942 -1.6771 -1.1257 -0.688
O -1.6738 -1.9355 0.3323 -0.754
O -2.4088 0.2893 -0.2318 -0.702
H -4.5197 -1.9308 1.4787 0.393
H -4.4623 -0.1449 1.3898 0.425
H -3.2007 -1.0338 2.2965 0.295
C 3.6545 -7.0414 0.8825 -1.222
C 3.2023 -5.9397 -0.0742 -0.230
C 3.0368 -4.5766 0.5980 -0.045
C 1.9079 -4.5048 1.6307 -1.030
N 0.6135 -4.9688 1.1280 0.473
C -0.1416 -4.3830 0.1763 -0.351
Se 0.3758 -2.9302 -0.8730 -0.090
N -1.2665 -5.0993 -0.0062 1.044
C -2.3618 -4.8632 -0.9453 -0.582
C -2.3049 -5.8307 -2.1348 -0.756
C -1.1884 -5.5307 -3.1326 0.097
C -1.4821 -4.3104 -3.9999 -1.029
C -1.2437 -6.1751 0.8589 1.054
C -2.1582 -7.2040 1.0707 -0.838
C -1.8277 -8.1444 2.0207 -0.888
C -0.6304 -8.0624 2.7505 -0.829
C 0.2731 -7.0427 2.5502 -0.788
C -0.0475 -6.0954 1.5794 0.615
H 3.9160 -7.9395 0.3254 0.412
H 2.8699 -7.3106 1.5903 0.211
H 4.5365 -6.7273 1.4422 0.320
H 2.2668 -6.2310 -0.5640 0.027
H 3.9526 -5.8294 -0.8588 0.506
H 2.8613 -3.8223 -0.1714 -0.202
H 3.9612 -4.3084 1.1138 0.573
H 1.7943 -3.4796 1.9860 0.138
H 2.1575 -5.1352 2.4806 0.515
H -2.3506 -3.8265 -1.2657 -0.245
H -3.2900 -5.0200 -0.3948 0.466
H -3.2672 -5.7841 -2.6480 0.485
H -2.1821 -6.8458 -1.7507 0.466
H -1.0632 -6.3997 -3.7799 0.422
H -0.2423 -5.3908 -2.5989 -0.202
H -2.3821 -4.4727 -4.5940 0.390
H -0.6537 -4.1364 -4.6897 0.358
H -1.6362 -3.4128 -3.3970 0.064
H -3.0880 -7.2679 0.5232 0.466
H -2.5074 -8.9618 2.2162 0.444
H -0.4182 -8.8178 3.4941 0.432
H 1.1803 -6.9897 3.1351 0.451

=====

73
Properties=species:S:1:pos:R:3:mulliken_charge:R:1 method="wB97M-V/def2-TZVPD" orbital_gap_ev="4.90 / 4.90" charge=+3 e_lumo_ev="-10.60 / -10.60" homo_ev="-15.50 / -15.50"
Rh -0.7013 -0.2658 0.6827 -0.842
C -0.0803 3.8154 2.5633 -1.292
N 0.6365 2.6734 1.9668 0.114
C 1.0666 1.6397 2.9060 -1.119
C 0.6445 2.4710 0.6505 -0.042
N 0.6417 1.2007 0.1172 1.667
C 1.3745 0.9134 -0.9965 -0.388
C 2.5021 1.6480 -1.4385 -0.827
C 3.0206 1.4133 -2.6785 -0.680
C 2.4282 0.4468 -3.5523 -0.748
C 1.4381 -0.3646 -3.0996 -0.691
C 0.9747 -0.2275 -1.7596 -0.059
N 0.1372 -1.0767 -1.1497 1.288
C -0.0153 -2.3861 -1.5153 0.312
N -1.2235 -2.9480 -1.4472 0.072
C -1.4134 -4.3066 -0.9095 -1.197
C -2.4018 -2.0762 -1.4526 -1.020
N 1.0320 -3.1223 -1.9017 0.122
C 0.8881 -4.2845 -2.7995 -1.213
C 2.4197 -2.8052 -1.5546 -0.754
N 0.6554 3.5296 -0.1645 0.248
C 1.2964 4.8021 0.2101 -1.252
C 0.0657 3.5167 -1.5058 -0.698
H -0.7161 3.4339 3.3623 0.465
H -0.7096 4.2964 1.8205 0.432
H 0.6079 4.5456 2.9864 0.388
H 1.1592 2.0878 3.8921 0.520
H 2.0312 1.2301 2.6171 0.349
H 0.3432 0.8378 2.9776 0.236
H 2.9288 2.4106 -0.8004 0.561
H 3.8800 1.9794 -3.0163 0.484
H 2.7877 0.3505 -4.5690 0.501
H 1.0161 -1.1368 -3.7314 0.562
H -0.4563 -4.7715 -0.6967 0.402
H -1.9675 -4.9304 -1.6088 0.381
H -1.9825 -4.2426 0.0189 0.401
H -2.4646 -1.5023 -2.3755 0.345
H -2.3272 -1.3826 -0.6162 0.390
H -3.2966 -2.6850 -1.3550 0.420
H -0.1325 -4.3709 -3.1556 0.387
H 1.1848 -5.2054 -2.2976 0.420
H 1.5471 -4.1338 -3.6550 0.412
H 2.4576 -2.0993 -0.7316 0.104
H 2.9573 -2.3901 -2.4068 0.360
H 2.9156 -3.7268 -1.2522 0.425
H 1.9520 4.6584 1.0643 0.409
H 0.5649 5.5787 0.4327 0.402
H 1.8972 5.1331 -0.6374 0.421
H -0.5117 2.6123 -1.6627 0.097
H 0.8367 3.5851 -2.2730 0.341
H -0.5932 4.3783 -1.6027 0.414
Se -2.1586 -1.8482 2.2910 0.065
Se -2.6956 0.2704 3.1688 0.081
C -3.2649 0.9484 1.4713 -0.018
C -4.5502 1.4336 1.3405 -0.759
C -4.9493 1.9405 0.1085 -0.392
C -4.0506 1.9462 -0.9439 -1.273
C -2.7822 1.4377 -0.7376 -0.102
N -2.3851 0.9476 0.4503 0.657
C -0.3122 -2.0621 2.7894 0.329
C 0.1026 -2.7060 3.9327 -0.782
C 1.4760 -2.8283 4.1335 -0.373
C 2.3497 -2.3205 3.1844 -1.139
C 1.8354 -1.6949 2.0602 -0.250
N 0.5167 -1.5707 1.8741 0.664
H -5.2300 1.4040 2.1810 0.555
H -5.9580 2.3119 -0.0242 0.459
H -4.3268 2.3284 -1.9174 0.525
H -2.0507 1.4132 -1.5332 0.640
H -0.6148 -3.0994 4.6402 0.584
H 1.8526 -3.3192 5.0222 0.467
H 3.4213 -2.4007 3.3126 0.505
H 2.4787 -1.2793 1.2966 0.530

=====

76
Properties=species:S:1:pos:R:3:mulliken_charge:R:1 method="wB97M-V/def2-TZVPD" orbital_gap_ev="5.79 / 5.64" spin_multiplicity=2 e_lumo_ev="-1.07 / -1.19" e_above_lowest_kj_mol=13.3 s2=0.76 homo_ev="-6.86 / -6.83"
Ti 1.3098 -0.3064 -0.1080 0.482
C 0.3299 3.2356 5.6379 -1.037
C -0.9591 2.6815 5.0651 -0.432
O -0.6776 1.5765 4.1864 -0.360
P -0.8178 1.7582 2.6034 0.741
S -0.2550 -0.0901 1.9897 -0.496
S -0.0365 3.4251 1.9333 -0.384
O -2.4280 1.8107 2.5002 -0.430
C -3.0670 2.1904 1.2744 0.293
C -4.5587 2.0063 1.4541 -1.380
H 0.1055 3.9654 6.4175 0.407
H 0.9136 3.7143 4.8527 0.215
H 0.9173 2.4255 6.0729 0.250
H -1.5071 3.4568 4.5265 0.351
H -1.5983 2.2850 5.8545 0.364
H -2.6910 1.5721 0.4567 -0.139
H -2.8158 3.2285 1.0479 0.403
H -4.7979 0.9520 1.6039 0.232
H -5.0852 2.3673 0.5701 0.384
H -4.9057 2.5614 2.3257 0.367
Se 2.0923 -2.1828 2.0998 0.055
Se 3.7639 -2.8284 0.5115 0.057
C 2.7202 -2.8558 -1.0818 -0.404
C 2.9373 -3.8968 -1.9815 -0.675
C 2.3595 -3.8422 -3.2310 -0.685
C 1.5827 -2.7293 -3.5474 -0.761
C 1.3915 -1.7560 -2.5996 -0.602
N 1.9185 -1.8183 -1.3564 1.264
C 2.7827 -0.4215 2.3480 0.244
C 3.4743 -0.0485 3.4792 -0.983
C 3.9415 1.2566 3.5608 -0.337
C 3.6913 2.1223 2.5147 -0.897
C 2.9775 1.6673 1.4167 -0.410
N 2.5342 0.4095 1.3283 0.789
H 3.5684 -4.7189 -1.6741 0.500
H 2.5154 -4.6298 -3.9553 0.423
H 1.1429 -2.6152 -4.5281 0.523
H 0.8236 -0.8599 -2.8234 0.517
H 3.6424 -0.7698 4.2662 0.469
H 4.4965 1.5861 4.4293 0.447
H 4.0229 3.1494 2.5395 0.471
H 2.7705 2.3108 0.5801 0.452
S 3.1700 0.6534 -1.4811 -0.453
C 2.3957 1.8009 -2.5476 0.810
C 3.1407 2.4205 -3.5585 -0.795
C 2.5505 3.3309 -4.4150 -0.546
C 1.2010 3.6423 -4.2795 -0.685
C 0.4538 3.0396 -3.2846 -0.709
C 1.0395 2.1193 -2.4116 -0.189
S 0.0618 1.3852 -1.1484 0.170
H 4.1900 2.1689 -3.6496 0.434
H 3.1427 3.7972 -5.1927 0.365
H 0.7375 4.3584 -4.9465 0.365
H -0.5977 3.2706 -3.1637 0.477
C -2.2760 -0.6684 -3.0806 -1.160
C -1.8944 -1.9990 -2.4320 -0.999
As -1.0820 -1.7423 -0.6355 1.041
C -0.7048 -3.6415 -0.1747 -0.286
C -1.6697 -4.7186 -0.6645 -1.301
C -2.7195 -1.4446 0.4364 0.167
C -4.0508 -1.9523 -0.1108 -1.326
H -2.6784 -0.8319 -4.0821 0.431
H -1.4173 -0.0013 -3.1567 0.121
H -3.0353 -0.1509 -2.4914 0.196
H -1.1716 -2.5335 -3.0489 0.451
H -2.7714 -2.6357 -2.3200 0.695
H -0.6282 -3.6662 0.9157 0.447
H 0.2931 -3.8568 -0.5642 0.060
H -2.6680 -4.5854 -0.2500 0.238
H -1.3132 -5.7064 -0.3670 0.431
H -1.7488 -4.7039 -1.7522 0.249
H -2.7780 -0.3712 0.6130 -0.529
H -2.5015 -1.8951 1.4047 0.628
H -4.2941 -1.4921 -1.0694 0.254
H -4.8488 -1.7006 0.5894 0.432
H -4.0520 -3.0340 -0.2413 0.229

=====

Maximum force values, unit eV/A, following the record order: 1.9 2.2 2.2.